# 1
A cluster of 8 separate species, C61H86F3N14O3S in total at a distorted geometry, computed with ωB97M-V/def2-TZVPD.

## Properties
**Electronic energy**: -110540.42430 eV
**Charge**: +9
**HOMO level**: -23.75 eV
**Kohn-Sham gap**: 7.4 eV

Atoms and positions in Å:
C -16.42 -29.17 4.08
N -17.84 -29.49 3.85
C -18.27 -30.08 2.71
C -19.59 -30.30 2.50
C -20.58 -29.87 3.46
C -20.09 -29.29 4.62
C -18.71 -29.17 4.83
C -22.02 -30.03 3.19
C -22.96 -29.08 3.71
C -24.29 -29.20 3.39
N -24.71 -30.16 2.50
C -23.81 -31.04 2.04
C -22.47 -31.01 2.36
C -26.09 -30.13 2.00
H -16.35 -28.15 4.41
H -15.88 -29.28 3.15
H -16.01 -29.94 4.75
H -17.43 -30.33 2.07
H -19.76 -30.82 1.58
H -20.78 -29.05 5.41
H -18.27 -28.75 5.73
H -22.69 -28.31 4.40
H -25.08 -28.49 3.74
H -24.16 -31.74 1.28
H -21.84 -31.75 1.90
H -26.17 -29.17 1.47
H -26.77 -30.22 2.80
H -26.28 -30.89 1.26
C -4.98 -29.78 6.61
N -5.56 -30.54 5.48
C -5.69 -31.89 5.57
C -6.28 -32.60 4.55
C -6.70 -31.97 3.37
C -6.66 -30.57 3.37
C -6.03 -29.90 4.41
C -7.02 -32.67 2.13
C -8.21 -32.58 1.40
C -8.23 -33.06 0.10
N -7.13 -33.61 -0.46
C -6.01 -33.79 0.23
C -5.96 -33.37 1.55
C -7.21 -34.14 -1.86
H -5.11 -28.70 6.47
H -3.90 -30.00 6.60
H -5.43 -30.10 7.54
H -5.24 -32.36 6.44
H -6.24 -33.71 4.66
H -6.93 -30.11 2.45
H -6.06 -28.80 4.50
H -9.11 -32.14 1.78
H -9.15 -33.13 -0.50
H -5.10 -34.25 -0.18
H -4.99 -33.37 2.06
H -7.75 -35.08 -1.84
H -6.21 -34.34 -2.18
H -7.55 -33.38 -2.55
C -4.53 -20.67 -6.63
N -5.57 -21.41 -5.90
C -6.81 -20.89 -5.69
C -7.85 -21.66 -5.22
C -7.63 -23.00 -4.83
C -6.34 -23.56 -5.04
C -5.38 -22.73 -5.64
C -8.73 -23.87 -4.48
C -8.75 -24.59 -3.30
C -9.69 -25.56 -3.11
N -10.58 -25.87 -4.06
C -10.57 -25.20 -5.24
C -9.74 -24.17 -5.44
C -11.62 -26.93 -3.80
H -3.64 -20.74 -6.03
H -4.85 -19.65 -6.68
H -4.50 -21.09 -7.62
H -6.93 -19.86 -6.03
H -8.85 -21.25 -5.13
H -6.06 -24.58 -4.74
H -4.36 -23.03 -5.90
H -8.02 -24.39 -2.51
H -9.78 -26.05 -2.16
H -11.32 -25.53 -5.95
H -9.81 -23.61 -6.35
H -11.15 -27.85 -4.04
H -12.49 -26.74 -4.40
H -11.83 -26.88 -2.73
C -14.93 -34.99 1.27
C -15.31 -36.36 1.78
N -15.38 -37.33 0.62
C -16.55 -37.90 0.09
C -16.12 -38.66 -0.96
N -14.78 -38.75 -0.90
C -14.36 -37.91 0.05
C -13.92 -39.38 -1.95
H -15.01 -34.28 2.08
H -15.55 -34.64 0.44
H -13.93 -35.06 0.89
H -16.29 -36.42 2.24
H -14.69 -36.71 2.60
H -17.54 -37.72 0.48
H -16.79 -39.18 -1.66
H -13.35 -37.65 0.29
H -13.87 -40.45 -1.93
H -12.87 -38.94 -2.01
H -14.37 -39.15 -2.90
C -10.74 -35.02 4.79
C -12.26 -34.80 4.83
N -12.68 -34.18 6.17
C -13.07 -32.88 6.27
C -13.44 -32.70 7.51
N -13.13 -33.79 8.20
C -12.68 -34.73 7.36
C -13.61 -34.16 9.65
H -10.29 -34.05 4.71
H -10.56 -35.63 3.92
H -10.30 -35.49 5.64
H -12.77 -35.76 4.82
H -12.67 -34.11 4.08
H -13.08 -32.19 5.44
H -13.74 -31.77 8.00
H -12.25 -35.67 7.62
H -13.03 -34.98 10.03
H -14.67 -34.26 9.49
H -13.48 -33.28 10.31
C -13.91 -31.77 -3.92
C -15.14 -31.07 -3.36
N -16.34 -31.90 -3.39
C -16.73 -32.99 -2.66
C -17.80 -33.53 -3.21
N -18.19 -32.71 -4.24
C -17.27 -31.75 -4.37
C -19.23 -32.84 -5.37
H -13.78 -32.72 -3.40
H -12.96 -31.22 -3.72
H -13.85 -31.93 -5.00
H -15.43 -30.15 -3.95
H -14.94 -30.77 -2.33
H -16.18 -33.31 -1.80
H -18.29 -34.38 -2.78
H -17.23 -30.96 -5.12
H -18.99 -33.73 -5.95
H -19.32 -31.98 -5.99
H -20.20 -33.09 -4.94
C -17.02 -23.06 1.64
C -16.45 -24.43 1.96
N -16.10 -24.64 3.42
C -17.07 -25.01 4.32
C -16.50 -24.86 5.53
N -15.19 -24.46 5.39
C -15.00 -24.29 4.08
C -14.07 -24.40 6.47
H -17.35 -23.02 0.62
H -16.24 -22.33 1.73
H -17.84 -22.80 2.30
H -15.60 -24.60 1.35
H -17.24 -25.19 1.92
H -18.10 -25.17 3.99
H -16.90 -24.99 6.54
H -14.15 -23.84 3.63
H -14.32 -23.69 7.26
H -13.19 -24.04 5.93
H -13.97 -25.41 6.87
C -12.34 -29.14 1.91
F -13.07 -29.04 3.03
F -12.46 -27.98 1.26
F -11.03 -29.17 2.32
S -12.86 -30.50 0.86
O -12.13 -31.65 1.50
O -14.31 -30.47 1.11
O -12.40 -30.07 -0.45

---

# 2
A structure of composition C62H122F12N10O10S4 at a distorted geometry, computed with ωB97M-V/def2-TZVPD.

## Properties
**Electronic energy**: -177538.36477 eV
**Charge**: +6
**HOMO level**: -18.72 eV
**Kohn-Sham gap**: 7.4 eV

Atoms and positions in Å:
C 0.56 13.36 -5.39
C 1.81 12.92 -6.13
C 2.66 11.90 -5.32
N 3.99 11.46 -5.92
C 4.79 12.68 -6.29
C 6.10 12.29 -6.96
C 5.84 11.30 -8.08
C 4.94 10.06 -7.79
C 3.68 10.54 -7.11
C 4.60 10.64 -4.80
H 0.84 13.93 -4.50
H -0.12 12.56 -5.09
H -0.09 13.98 -6.02
H 2.35 13.85 -6.34
H 1.52 12.55 -7.12
H 2.02 11.03 -5.20
H 2.85 12.38 -4.36
H 4.16 13.22 -7.00
H 4.90 13.28 -5.39
H 6.55 13.22 -7.32
H 6.76 11.89 -6.18
H 5.53 11.78 -9.01
H 6.82 10.95 -8.40
H 4.73 9.57 -8.74
H 5.41 9.28 -7.19
H 2.99 11.14 -7.70
H 3.10 9.73 -6.68
H 4.78 11.21 -3.89
H 5.61 10.38 -5.13
H 4.03 9.72 -4.67
C 15.55 10.42 -2.97
C 14.12 9.85 -2.91
C 14.07 8.73 -3.92
N 12.86 7.80 -3.72
C 11.53 8.57 -3.61
C 10.30 7.65 -3.82
C 10.43 6.76 -5.08
C 11.69 5.93 -4.99
C 12.90 6.82 -4.91
C 13.08 6.95 -2.48
H 15.78 11.00 -2.08
H 15.74 10.95 -3.90
H 16.32 9.64 -2.93
H 13.41 10.63 -3.18
H 13.97 9.56 -1.87
H 14.99 8.15 -4.01
H 13.96 9.15 -4.92
H 11.47 9.25 -4.45
H 11.46 9.15 -2.69
H 9.39 8.23 -3.91
H 10.17 7.00 -2.95
H 10.28 7.36 -5.98
H 9.54 6.14 -5.14
H 11.66 5.32 -5.90
H 11.58 5.16 -4.22
H 12.95 7.46 -5.79
H 13.84 6.28 -4.80
H 13.29 7.56 -1.61
H 13.94 6.33 -2.73
H 12.25 6.29 -2.25
C 7.83 6.81 -0.96
C 7.31 6.24 0.36
C 6.91 4.80 0.34
N 6.63 4.21 1.73
C 5.82 2.93 1.57
C 5.80 1.99 2.80
C 7.15 1.84 3.47
C 7.83 3.20 3.71
C 7.98 4.01 2.45
C 5.76 5.19 2.47
H 8.57 6.22 -1.50
H 8.26 7.80 -0.80
H 7.02 6.80 -1.70
H 6.60 6.93 0.80
H 8.20 6.28 0.99
H 7.53 4.10 -0.21
H 5.89 4.73 -0.06
H 6.36 2.44 0.76
H 4.88 3.27 1.12
H 5.51 0.99 2.45
H 5.02 2.25 3.51
H 7.78 1.29 2.75
H 7.08 1.20 4.35
H 8.84 3.05 4.08
H 7.26 3.73 4.47
H 8.70 3.56 1.77
H 8.43 4.96 2.71
H 6.33 6.01 2.91
H 5.28 4.58 3.23
H 5.05 5.64 1.77
C 11.49 17.40 -8.80
C 11.40 17.18 -7.27
C 11.87 15.74 -6.97
N 12.01 15.39 -5.44
C 13.26 16.08 -4.98
C 13.68 15.56 -3.59
C 13.97 14.07 -3.61
C 12.69 13.35 -4.06
C 12.15 13.86 -5.41
C 10.80 15.82 -4.69
H 12.48 17.22 -9.22
H 10.98 18.28 -9.19
H 10.91 16.58 -9.25
H 10.32 17.15 -7.11
H 11.96 17.92 -6.70
H 12.84 15.41 -7.32
H 11.08 15.15 -7.45
H 14.07 15.76 -5.64
H 13.17 17.16 -4.94
H 14.53 16.16 -3.27
H 12.92 15.80 -2.84
H 14.81 13.97 -4.30
H 14.31 13.72 -2.63
H 12.96 12.30 -4.15
H 11.86 13.41 -3.36
H 12.87 13.60 -6.19
H 11.20 13.42 -5.68
H 10.76 16.91 -4.63
H 10.87 15.32 -3.73
H 9.85 15.52 -5.13
C 1.77 16.44 -8.51
N 2.62 17.10 -7.50
C 3.83 16.59 -7.22
C 4.63 17.19 -6.27
C 4.18 18.28 -5.57
C 2.91 18.81 -5.89
C 2.12 18.17 -6.85
C 4.98 19.04 -4.53
C 4.52 19.31 -3.21
C 5.26 20.04 -2.33
N 6.55 20.35 -2.64
C 7.07 20.05 -3.84
C 6.29 19.43 -4.81
C 7.33 21.11 -1.64
H 2.40 15.85 -9.18
H 0.97 17.07 -8.90
H 1.18 15.68 -8.00
H 4.06 15.66 -7.71
H 5.59 16.73 -6.07
H 2.43 19.71 -5.52
H 1.13 18.50 -7.12
H 3.57 18.91 -2.89
H 4.90 20.31 -1.35
H 8.11 20.35 -3.97
H 6.73 19.13 -5.75
H 6.80 22.04 -1.45
H 8.38 21.19 -1.90
H 7.23 20.54 -0.71
C 12.25 13.48 2.33
N 12.96 14.61 1.60
C 13.80 15.35 2.64
C 13.91 13.82 0.65
C 12.16 15.63 0.86
C 11.03 15.10 0.01
O 11.44 14.56 -1.24
H 11.41 13.89 2.88
H 12.91 12.94 3.00
H 11.89 12.77 1.59
H 14.36 16.19 2.24
H 14.48 14.70 3.20
H 13.02 15.63 3.33
H 14.38 12.98 1.15
H 14.58 14.59 0.29
H 13.36 13.31 -0.14
H 12.86 16.21 0.26
H 11.71 16.29 1.59
H 10.28 15.84 -0.28
H 10.46 14.34 0.56
H 10.64 14.31 -1.74
C 6.32 10.27 0.58
N 5.30 11.16 1.25
C 5.94 12.36 1.89
C 4.35 11.64 0.16
C 4.42 10.37 2.24
C 5.10 9.82 3.52
O 6.03 8.78 3.18
H 7.02 9.80 1.26
H 6.77 10.92 -0.16
H 5.68 9.54 0.09
H 5.27 12.87 2.59
H 6.30 13.05 1.14
H 6.75 12.02 2.53
H 3.74 10.84 -0.25
H 4.94 12.14 -0.60
H 3.67 12.37 0.58
H 3.83 9.63 1.70
H 3.68 11.11 2.54
H 4.33 9.49 4.23
H 5.61 10.59 4.10
H 6.56 8.60 3.96
C 10.10 11.33 -0.93
F 9.74 12.08 0.10
F 11.39 11.57 -1.14
F 9.85 10.05 -0.72
S 9.13 11.83 -2.51
O 10.04 11.44 -3.61
O 7.92 11.03 -2.46
N 9.04 13.50 -2.28
S 7.57 13.82 -2.43
O 6.95 13.49 -3.70
O 6.76 13.37 -1.30
C 7.52 15.77 -2.33
F 7.11 16.19 -3.53
F 6.73 16.17 -1.38
F 8.76 16.30 -2.20
C 3.02 14.21 -1.78
F 3.50 14.55 -0.59
F 3.74 13.19 -2.27
F 1.77 13.86 -1.65
S 3.14 15.74 -2.94
O 4.47 16.26 -2.71
O 2.99 15.27 -4.29
N 1.94 16.77 -2.39
S 0.65 16.66 -3.22
O 0.54 17.65 -4.25
O 0.27 15.31 -3.61
C -0.63 17.17 -1.90
F -0.80 16.19 -1.02
F -0.20 18.24 -1.26
F -1.78 17.39 -2.53